(1)
{
  "formula": "C3H8N2O2",
  "method": "the ωB97M-V functional and the def2-TZVPD basis",
  "elements": ["N", "C", "O", "C", "N", "C", "O", "H", "H", "H", "H", "H", "H", "H", "H"],
  "xyz": [[-1.801, -0.702, 0.369], [-1.360, 0.495, -0.177], [-1.919, 1.400, -0.767], [0.146, 0.433, 0.129], [0.392, -0.025, 1.590], [0.903, -0.521, -0.748], [1.074, 0.329, -1.950], [-2.618, -1.106, 0.029], [-1.098, -1.353, 0.752], [0.652, 1.405, 0.038], [0.206, 0.908, 2.124], [1.331, 0.169, 1.743], [0.322, -1.290, -1.129], [1.853, -0.958, -0.226], [1.917, 0.813, -1.776]],
  "lowdin_charge": [0.151, -0.470, 0.081, -0.312, 0.019, -0.190, -0.086, 0.081, 0.102, 0.142, 0.122, 0.016, 0.088, 0.157, 0.099],
  "smiles": "NC(=O)[C@@H](N)CO",
  "multiplicity": 1,
  "charge": 0,
  "orbital_gap_ev": 10.52,
  "energy_ha": -379.0549,
  "e_above_lowest_kcal_mol": 54.04
}

=====

(2)
{
  "formula": "C3H8N2O2",
  "method": "the ωB97M-V functional and the def2-TZVPD basis",
  "elements": ["C", "C", "C", "N", "N", "O", "O", "H", "H", "H", "H", "H", "H", "H", "H"],
  "xyz": [[0.308, 1.165, 0.947], [-1.067, 0.257, -0.748], [1.194, -0.312, -0.532], [-0.083, -0.785, -0.927], [-0.987, 0.651, 0.661], [-0.448, -1.916, -0.164], [2.044, -1.190, 0.024], [0.688, 0.949, 1.930], [0.572, 2.135, 0.535], [-0.816, 1.060, -1.457], [-2.058, -0.134, -0.976], [1.670, 0.352, -1.236], [1.527, -1.940, 0.367], [-1.739, 1.291, 0.892], [-0.805, -1.583, 0.683]],
  "lowdin_charge": [-0.090, -0.212, -0.205, -0.156, -0.136, -0.030, 0.030, 0.049, 0.052, 0.127, 0.127, 0.128, 0.106, 0.106, 0.103],
  "multiplicity": 1,
  "charge": 0,
  "orbital_gap_ev": 8.61,
  "energy_ha": -378.9594,
  "e_above_lowest_kcal_mol": 113.96
}

=====

(3)
{
  "formula": "C3H8N2O2",
  "method": "the ωB97M-V functional and the def2-TZVPD basis",
  "elements": ["N", "C", "N", "H", "H", "H", "H", "H", "O", "C", "O", "C", "H", "H", "H"],
  "xyz": [[0.927, -0.642, 0.681], [1.112, -1.864, 0.986], [0.833, -2.426, 2.186], [0.405, -0.022, 1.297], [0.767, -0.224, -0.463], [1.310, -2.623, 0.235], [0.820, -3.418, 2.298], [0.502, -1.874, 2.956], [-0.775, 1.516, 0.310], [-0.556, 1.364, -0.901], [0.230, 0.473, -1.409], [-1.269, 2.263, -1.877], [-0.594, 2.889, -2.461], [-1.845, 1.648, -2.566], [-1.867, 2.941, -1.271]],
  "lowdin_charge": [0.138, -0.243, 0.118, 0.099, 0.072, 0.142, 0.096, 0.108, -0.026, -0.671, -0.049, -0.015, 0.077, 0.079, 0.074],
  "multiplicity": 1,
  "charge": 0,
  "orbital_gap_ev": 9.35,
  "energy_ha": -379.1089,
  "e_above_lowest_kcal_mol": 20.14
}

=====

(4)
{
  "formula": "C3H8N2O2",
  "method": "the ωB97M-V functional and the def2-TZVPD basis",
  "elements": ["O", "C", "N", "C", "C", "O", "H", "H", "H", "H", "H", "N", "H", "H", "H"],
  "xyz": [[0.968, 0.739, -1.794], [0.545, 0.292, -0.774], [0.857, 0.715, 0.559], [1.147, -0.607, 1.121], [-0.005, -1.460, 0.599], [-0.193, -0.894, -0.706], [0.010, 1.083, 1.001], [1.279, -0.581, 2.199], [2.075, -0.933, 0.640], [-0.906, -1.359, 1.222], [0.231, -2.519, 0.482], [-1.751, 1.438, -1.176], [-1.209, 1.495, -2.029], [-1.374, 2.102, -0.512], [-1.672, 0.488, -0.831]],
  "lowdin_charge": [0.147, -0.580, 0.067, -0.169, -0.143, -0.035, 0.121, 0.124, 0.131, 0.126, 0.126, 0.042, 0.022, 0.019, 0.003],
  "smiles": "O=C1NCCO1.N",
  "multiplicity": 1,
  "charge": 0,
  "orbital_gap_ev": 10.45,
  "energy_ha": -379.0815,
  "e_above_lowest_kcal_mol": 37.36
}

=====

(5)
{
  "formula": "C3H8N2O2",
  "method": "the ωB97M-V functional and the def2-TZVPD basis",
  "elements": ["N", "C", "O", "N", "C", "C", "O", "H", "H", "H", "H", "H", "H", "H", "H"],
  "xyz": [[0.178, 2.174, -1.452], [-0.031, 0.893, -0.974], [-0.815, 0.124, -1.522], [0.709, 0.568, 0.129], [0.762, -0.802, 0.637], [-0.575, -1.321, 1.179], [-1.375, -1.942, 0.212], [-0.524, 2.452, -2.123], [0.410, 2.891, -0.779], [1.514, 1.146, 0.314], [1.502, -0.791, 1.443], [1.111, -1.498, -0.137], [-1.091, -0.483, 1.679], [-0.369, -2.079, 1.943], [-1.404, -1.334, -0.548]],
  "lowdin_charge": [0.144, -0.589, 0.042, 0.048, -0.160, -0.271, -0.077, 0.103, 0.095, 0.132, 0.119, 0.130, 0.120, 0.115, 0.048],
  "smiles": "NC(=O)NCCO",
  "multiplicity": 1,
  "charge": 0,
  "orbital_gap_ev": 10.43,
  "energy_ha": -379.1329,
  "e_above_lowest_kcal_mol": 5.08
}

=====

(6)
{
  "formula": "C3H8N2O2",
  "method": "the ωB97M-V functional and the def2-TZVPD basis",
  "elements": ["O", "N", "N", "O", "H", "H", "C", "C", "C", "H", "H", "H", "H", "H", "H"],
  "xyz": [[0.959, 1.219, -0.286], [1.276, -0.192, -0.416], [2.357, -0.691, -0.262], [3.499, 0.068, 0.014], [0.095, 1.314, -0.713], [4.281, -0.427, -0.264], [-0.832, -1.099, -0.607], [-1.485, 0.013, -0.408], [-1.763, 0.425, 1.027], [-0.714, -1.723, 0.264], [-0.561, -1.445, -1.472], [-1.550, 0.928, -1.045], [-1.433, -0.296, 1.744], [-1.332, 1.363, 1.184], [-2.798, 0.543, 1.239]],
  "lowdin_charge": [-0.015, -0.052, -0.022, -0.019, 0.042, 0.094, -0.042, -0.260, -0.107, 0.084, 0.012, 0.110, 0.070, 0.046, 0.058],
  "smiles": "O/N=N\\O.C=CC",
  "multiplicity": 1,
  "charge": 0,
  "orbital_gap_ev": 9.73,
  "energy_ha": -378.8839,
  "e_above_lowest_kcal_mol": 161.37
}